{"formula": "C3H8BCl", "method": "wB97M-V/def2-TZVPD", "energy_ev": -16438.745, "homo_lumo_gap_ev": 10.4, "smiles": "CB(C)CCl", "e_lumo_ev": 0.494, "total_charge": 0, "relative_energy_kj_mol": 0.0, "elements": ["B", "C", "C", "C", "Cl", "H", "H", "H", "H", "H", "H", "H", "H"], "positions_angstrom": [[0.12766, 0.15875, 0.08375], [-0.62002, 0.84312, 1.27377], [-0.20631, 0.61468, -1.40109], [0.82837, -1.31988, 0.05107], [1.88232, -1.34389, 1.55645], [-0.85707, 1.90447, 1.23095], [-0.36365, 0.63731, 2.30207], [-1.47535, 0.36646, 0.86700], [-1.17451, 0.93638, -1.54362], [-0.15599, -0.40461, -1.93576], [0.66135, 1.13802, -1.75579], [1.42834, -1.59545, -0.75849], [-0.07514, -1.93535, 0.02968]], "mulliken_charge": [0.05, -0.84, -1.03, -0.59, -0.24, 0.29, 0.29, 0.34, 0.39, 0.29, 0.32, 0.40, 0.34]}